Record 1
ORCA calculation (ωB97M-V/def2-TZVPD) on a single C4H6ClNS molecule.

Output
HOMO-LUMO gap (alpha / beta) = 0.270 / 0.270 Ha
Energy relative to the best compared isomer or geometry (same formula, charge and spin) = 79.84 kcal/mol

Each line ends with the Mulliken charge.
Element x y z (Å)
C  1.253  0.167  0.466  -0.3847
C  1.400  -1.258  0.480  -0.4402
C  0.152  0.927  0.187  0.7797
C  -1.341  0.762  0.360  -1.4344
N  -0.367  -0.956  -1.302  -0.5420
S  0.464  -2.083  -0.604  0.1169
Cl  0.415  2.508  -0.413  -0.2123
H  2.303  0.520  0.469  0.2573
H  2.361  -1.548  0.842  0.3688
H  -1.881  0.569  -0.502  0.4138
H  -1.846  1.570  0.920  0.3637
H  -1.719  -0.010  0.903  0.4906
H  -1.195  -1.170  -1.806  0.2227

Cartesian forces, eV/Å:
0.3933 0.3460 0.0526
-1.5622 0.7190 -0.5029
0.0431 -0.1774 0.5132
0.7880 1.7519 1.2585
0.6871 -0.6819 0.3876
0.0891 0.2841 -0.2969
0.5934 1.0138 -0.0873
-1.0670 1.0341 -0.1148
0.0968 -1.1939 0.1560
-0.5319 0.4499 -2.3063
0.7956 0.4554 -0.5739
0.1373 -3.0052 2.0177
-0.4626 -0.9957 -0.5035

---

Record 2
ORCA calculation (ωB97M-V/def2-TZVPD) on a single C4H6ClNS molecule.

Output
HOMO-LUMO gap = 0.332 Ha
Energy relative to the best compared isomer or geometry (same formula, charge and spin) = 59.99 kcal/mol
SMILES = S=CN1C[C@H]1CCl

Each line ends with the Mulliken charge.
Element x y z (Å)
S  3.135  -0.381  -0.355  -0.2866
C  1.760  -0.360  0.485  -0.1064
N  0.845  0.669  0.518  -0.0740
C  0.036  1.293  -0.480  -0.5129
C  -0.612  0.602  0.714  -0.1397
C  -1.477  -0.622  0.218  -0.4744
Cl  -3.057  -0.308  -0.280  -0.1634
H  1.507  -0.948  1.416  0.2868
H  -0.117  0.954  -1.591  0.2055
H  -0.244  2.295  -0.566  0.3142
H  -1.132  1.423  1.367  0.3360
H  -1.501  -1.349  1.099  0.3000
H  -0.865  -1.205  -0.536  0.3150

Cartesian forces, eV/Å:
-0.1540 -0.3828 -0.3281
-0.7140 0.9112 2.0838
-1.3866 0.1690 -0.4105
-1.0762 -1.3722 -2.3707
-1.6866 1.0791 -1.8915
4.1190 -2.1026 2.9657
-1.4762 0.7433 -0.6515
0.6525 -0.1844 -1.2220
0.6824 -0.5508 2.3461
0.9654 2.0587 0.7290
1.2363 -2.1315 -0.6325
-0.3669 0.7951 -1.0744
-0.7952 0.9679 0.4565

---

Record 3
ORCA calculation (ωB97M-V/def2-TZVPD) on a single C4H6ClNS2 molecule.

Output
HOMO-LUMO gap = 0.321 Ha
Energy relative to the best compared isomer or geometry (same formula, charge and spin) = 32.06 kcal/mol
SMILES = CC1=CN[C@@](S)(Cl)S1

Each line ends with the Mulliken charge.
Element x y z (Å)
C  -2.141  -0.028  -1.088  -1.2533
C  -0.945  0.139  -0.294  0.5585
C  -0.647  -0.399  0.860  -0.4199
N  0.547  -0.060  1.445  -0.3579
C  1.529  0.309  0.309  0.2649
S  2.968  1.326  0.790  -0.1918
Cl  2.223  -1.260  -0.356  -0.1989
S  0.468  1.110  -0.965  -0.1086
H  -2.005  -0.874  -1.759  0.2536
H  -2.210  0.885  -1.737  0.3290
H  -3.039  0.007  -0.589  0.4154
H  -1.502  -1.004  1.410  0.2287
H  0.837  -0.814  2.080  0.2851
H  3.920  0.663  -0.105  0.1953

Cartesian forces, eV/Å:
1.2474 1.5925 -3.0674
1.4928 0.7849 -0.6805
-3.1010 -0.9698 1.2370
2.3377 0.1570 -0.5633
-1.0592 -0.6969 0.9548
1.0213 -1.0302 -1.1088
-0.1668 -0.1924 -0.0878
-0.5515 -1.1391 1.4940
-0.4811 -0.1469 -0.0598
-0.0338 -0.7856 0.1483
-1.9629 -0.5701 1.4994
2.2845 1.2164 -0.8325
0.6863 0.6840 -0.4647
-1.7138 1.0961 1.5313

---

Record 4
ORCA calculation (ωB97M-V/def2-TZVPD) on a molecular structure, C4H6ClO2S.

Output
HOMO-LUMO gap = 0.302 Ha
Energy relative to the best compared isomer or geometry (same formula, charge and spin) = 18.03 kcal/mol
Total charge = -1

Each line ends with the Mulliken charge.
Element x y z (Å)
C  1.720  -0.027  -1.232  0.6444
C  -1.490  0.217  1.298  -1.5446
C  0.774  0.445  -0.014  -0.9235
C  -0.558  -0.265  0.176  0.8385
O  2.905  0.199  -1.055  -0.6903
O  1.193  -0.576  -2.227  -0.5499
S  -1.550  -0.408  -1.228  -0.5177
Cl  0.237  -1.989  0.875  -0.3300
H  -2.450  -0.250  1.317  0.4274
H  -1.166  0.073  2.408  0.2943
H  -1.703  1.191  1.174  0.4367
H  0.855  1.564  -0.316  0.2594
H  1.289  0.424  0.916  0.3304
H  -0.056  -0.599  -2.093  0.3250

Cartesian forces, eV/Å:
0.2184 0.3713 3.7548
1.7601 -3.0565 2.9821
0.7187 1.7628 -2.0922
0.0046 0.1991 1.0269
0.3232 0.1206 -0.5223
-2.4925 -0.7551 -1.7600
0.3428 -0.5703 -1.4856
-0.7406 0.2404 -0.2488
-0.5153 -0.8270 -0.5876
0.2292 0.2541 -1.9418
-0.4297 3.7509 -0.6032
-1.4382 -1.3452 0.6705
0.8639 -0.3367 0.4751
1.1553 0.1914 0.3320

---

Record 5
ORCA calculation (ωB97M-V/def2-TZVPD) on a molecular structure, C4H6CsO2.

Output
HOMO-LUMO gap = 0.390 Ha
Energy relative to the best compared isomer or geometry (same formula, charge and spin) = 1.08 kcal/mol
Total charge = +1

Each line ends with the Mulliken charge.
Element x y z (Å)
Cs  -1.219  2.684  4.164  1.0240
O  -0.399  0.978  1.943  -0.5824
C  -0.192  0.339  0.939  0.3733
O  0.341  -0.870  1.003  -0.3198
C  0.540  -1.424  -0.314  -0.3872
C  0.465  -0.244  -1.272  -0.4969
C  -0.443  0.719  -0.489  -0.3373
H  -0.237  -2.160  -0.530  0.2644
H  1.488  -1.959  -0.312  0.3090
H  0.002  -0.532  -2.217  0.2996
H  1.417  0.210  -1.540  0.2895
H  -1.489  0.485  -0.708  0.2448
H  -0.274  1.775  -0.667  0.3191

Cartesian forces, eV/Å:
0.0703 -0.1305 -0.1103
-0.3175 0.4775 0.4009
0.2411 -0.1577 -0.1197
0.0779 -0.3111 0.1314
0.3536 -0.3409 -0.3762
-0.5356 0.2570 -0.4245
0.1058 -0.1705 -0.3744
-0.1337 0.1298 0.2363
0.0164 0.1872 0.0748
0.0394 -0.0515 0.0862
0.1597 -0.0824 0.3805
-0.0642 0.1412 0.0724
-0.0132 0.0519 0.0226

---

Record 6
ORCA calculation (ωB97M-V/def2-TZVPD) on a molecular structure, C4H6F12HfN5O22S8.

Output
HOMO-LUMO gap = 0.256 Ha
Energy relative to the best compared isomer or geometry (same formula, charge and spin) = 12.25 kcal/mol
Total charge = -1

Each line ends with the Mulliken charge.
Element x y z (Å)
Hf  1.611  0.803  0.776  1.6912
C  -0.854  -2.461  3.555  0.5547
F  -0.415  -3.589  2.911  -0.2141
F  -1.877  -1.860  2.956  -0.1391
F  -1.123  -2.866  4.839  -0.2144
S  0.404  -1.007  3.794  1.2495
O  -0.309  0.082  4.448  -0.5773
O  1.423  -1.569  4.709  -0.7024
O  0.889  -0.595  2.439  0.0087
C  -1.283  4.759  2.170  0.4191
F  -1.606  4.891  0.892  -0.1729
F  -0.053  5.418  2.290  -0.2308
F  -2.128  5.292  3.024  -0.1566
S  -1.068  2.882  2.512  1.1660
O  -2.313  2.291  2.079  -0.6122
O  0.089  2.329  1.655  -0.3865
O  -0.895  2.629  3.958  -0.6041
N  -0.219  0.175  -0.375  0.5814
S  -1.116  -1.108  -0.642  0.2646
O  -1.167  -1.757  -1.994  -0.3914
O  -2.361  -1.131  0.175  -0.2146
F  -0.256  -2.101  0.326  -0.3269
S  -1.072  0.961  -1.738  0.6401
O  -2.525  0.842  -1.821  -0.4516
O  -0.281  0.914  -2.986  -0.5256
F  -0.841  2.462  -1.158  -0.1248
N  2.291  2.395  -0.625  0.0602
S  2.082  4.164  -0.621  0.7442
O  0.686  4.615  -0.782  -0.4696
O  3.128  5.072  -0.860  -0.4615
F  2.126  4.143  0.983  -0.2927
S  2.918  2.579  -2.036  0.7852
O  4.333  2.917  -2.158  -0.5443
O  1.950  2.837  -3.124  -0.4600
F  3.115  0.967  -2.104  -0.1949
N  2.649  -1.065  0.143  -0.0652
S  3.897  -2.032  0.927  0.8066
O  5.253  -1.475  0.919  -0.5576
O  3.641  -3.473  1.115  -0.4729
F  3.545  -1.380  2.337  -0.2401
S  2.917  -1.889  -1.148  1.1370
O  2.369  -3.275  -1.173  -0.5533
O  4.125  -1.524  -1.803  -0.5528
F  1.762  -1.087  -1.973  -0.1923
C  -0.580  -2.923  -5.339  -0.6405
N  0.931  -2.968  -5.643  0.8742
O  1.726  -3.254  -4.718  -0.4990
O  1.282  -2.817  -6.795  -0.5421
H  -0.805  -1.963  -4.875  0.1991
H  -0.747  -3.751  -4.650  0.2642
H  -0.978  -2.950  -6.353  0.3380
C  -4.809  -1.845  1.630  -0.6309
N  -4.960  -0.356  1.730  1.0773
O  -5.820  0.174  1.030  -0.6375
O  -4.330  0.121  2.581  -0.5042
H  -5.154  -2.023  0.611  0.2852
H  -5.433  -2.483  2.255  0.3022
H  -3.763  -2.137  1.722  0.1076

Cartesian forces, eV/Å:
-5.0033 -0.9464 1.4855
1.4154 0.1170 0.8668
-0.7573 1.9574 0.3771
0.0210 -1.3281 0.3523
-0.2909 0.7194 -1.8190
0.6312 0.2242 5.7056
0.0731 -1.6648 -1.6694
-1.0876 0.3076 -2.7739
1.3309 1.4064 -2.9216
3.0970 -0.2191 -0.4854
-0.8012 0.1892 0.5563
-1.5829 -0.8512 0.3219
0.0412 -0.2918 -0.6523
-2.2464 -3.0969 3.6915
0.7987 1.1057 -1.1279
2.1513 -0.5382 -0.6860
1.0846 2.0189 -2.8603
-0.6194 1.6059 -2.5867
-3.9468 -8.3844 3.4258
0.8629 2.6852 3.7416
2.9127 0.8949 -2.7397
0.2087 0.6693 -1.4621
0.5412 5.3722 -3.9014
3.1107 -0.3391 0.8869
-1.6801 -0.2954 3.6214
-0.1111 -1.9197 -0.4941
-0.7320 3.5136 1.4232
-7.1610 3.9328 6.8886
3.4237 -1.8648 -1.0764
1.2832 -0.6322 -1.6457
0.4353 -0.4730 -0.0135
4.0528 -6.5230 -8.1901
-2.8566 0.8505 0.7437
2.1106 0.6551 3.2201
-0.3264 0.2957 -0.4341
1.9983 -0.5315 2.7723
3.3124 -0.5349 7.3632
-2.2627 -1.3393 -2.0885
0.4673 3.9476 -1.1724
-1.1582 -0.1890 0.1870
-5.4826 -3.1939 -8.3929
2.0284 4.0571 0.4276
0.1436 -0.6810 0.7039
0.7511 -0.6859 0.3238
1.5535 0.3720 -0.4803
1.3788 -0.9261 1.6799
-1.9148 0.7483 -1.5375
-0.3629 0.2425 0.1918
0.1685 -0.1223 0.1253
-0.3014 0.1339 -0.3393
-0.4863 -0.3890 0.4527
-0.0127 -0.7998 -2.2135
-2.6565 -2.7343 -0.9659
0.6528 -0.0010 0.1250
2.0171 2.5409 2.4299
0.2634 -0.3745 -0.0266
-0.1724 0.9271 0.5638
-0.3076 0.3803 0.1023

---

Record 7
ORCA calculation (ωB97M-V/def2-TZVPD) on a single C4H6F2 molecule.

Output
HOMO-LUMO gap = 0.388 Ha
Energy relative to the best compared isomer or geometry (same formula, charge and spin) = 17.66 kcal/mol
SMILES = C/C(F)=C\CF

Each line ends with the Mulliken charge.
Element x y z (Å)
C  -1.510  0.399  -0.742  -1.0929
C  -0.258  0.846  0.066  0.4837
F  -0.327  2.128  0.497  -0.2926
C  0.721  0.108  0.531  -0.3672
C  1.205  -1.325  0.316  -0.3155
F  0.307  -1.985  -0.553  -0.3014
H  -2.145  1.220  -0.793  0.4099
H  -1.164  0.163  -1.761  0.2737
H  -2.169  -0.362  -0.358  0.2982
H  1.295  0.647  1.260  0.3567
H  1.283  -1.802  1.281  0.2657
H  2.137  -1.327  -0.148  0.2819

Cartesian forces, eV/Å:
2.3045 0.1582 -0.4145
-2.2994 -1.6376 -0.3684
-0.1227 0.0368 -0.1307
1.1677 -0.6004 0.4502
-2.9184 1.5357 -0.2501
0.5521 -0.0736 0.7296
-0.9884 1.8481 -0.3693
-0.4066 -0.1538 0.3370
0.6249 -0.7229 0.4849
0.6933 0.1805 0.2180
-0.2658 -0.5571 0.1630
1.6587 -0.0139 -0.8496

---

Record 8
ORCA calculation (ωB97M-V/def2-TZVPD) on a single C4H6F2 molecule.

Output
HOMO-LUMO gap = 0.414 Ha
Energy relative to the best compared isomer or geometry (same formula, charge and spin) = 23.26 kcal/mol
SMILES = C=C[C@@H](F)CF

Each line ends with the Mulliken charge.
Element x y z (Å)
C  -1.197  1.277  0.035  -0.6698
C  0.129  1.181  -0.148  -0.3722
C  0.805  -0.150  -0.388  0.4139
F  2.167  -0.048  -0.001  -0.3216
C  0.183  -1.327  0.320  -0.4799
F  -0.975  -1.648  -0.280  -0.2663
H  -1.564  2.255  0.328  0.2757
H  -1.750  0.301  -0.138  0.2553
H  0.733  1.992  0.100  0.3819
H  0.702  -0.500  -1.463  0.1986
H  -0.154  -1.199  1.340  0.2967
H  0.922  -2.134  0.295  0.2878

Cartesian forces, eV/Å:
1.1256 -1.4490 -0.6785
-1.6596 -1.5869 0.5856
0.0461 0.1884 -0.9225
-1.0394 -0.2208 -0.4691
1.2094 -0.0466 1.6712
-1.3656 -0.9345 -1.7159
-0.6278 -0.4347 -0.1107
-0.0582 1.9920 0.4173
1.2116 1.2517 -0.0267
0.6966 0.8148 0.8179
0.7230 0.6402 0.6204
-0.2618 -0.2146 -0.1891

---

Record 9
ORCA calculation (ωB97M-V/def2-TZVPD) on a single C4H6F2S2 molecule.

Output
HOMO-LUMO gap = 0.319 Ha
Energy relative to the best compared isomer or geometry (same formula, charge and spin) = 3.72 kcal/mol
SMILES = FCCSC(=S)CF

Each line ends with the Mulliken charge.
Element x y z (Å)
F  1.265  -2.506  -1.850  -0.2814
C  0.204  -2.723  -0.960  -0.3646
C  -0.495  -1.409  -0.681  -0.5668
S  0.634  -0.237  -0.017  -0.0447
C  -0.384  1.054  0.523  0.1942
S  -2.032  1.110  0.363  -0.2660
C  0.341  2.208  1.164  -0.2670
F  1.694  1.948  1.242  -0.2835
H  -0.528  -3.401  -1.451  0.2724
H  0.590  -3.132  -0.009  0.2984
H  -0.957  -0.986  -1.584  0.3896
H  -1.409  -1.571  -0.029  0.3718
H  0.144  3.117  0.578  0.2712
H  -0.100  2.262  2.145  0.2766

Cartesian forces, eV/Å:
-0.3355 -0.2424 0.4163
-0.3621 0.1308 -0.1167
-2.1050 -0.2770 -0.2389
0.5907 0.7986 0.7177
-1.1303 -0.5241 -0.7332
0.9833 0.0250 0.1502
-0.2701 -0.5566 -0.6711
0.0255 0.3262 0.1180
0.6240 0.2122 0.4022
0.0135 -0.1030 -0.6070
0.3397 -0.1606 -0.0273
1.2417 0.1135 -0.2786
0.2345 -0.1896 0.2804
0.1502 0.4470 0.5878

---

Record 10
ORCA calculation (ωB97M-V/def2-TZVPD) on a single C4H6FN molecule.

Output
HOMO-LUMO gap = 0.387 Ha
Energy relative to the best compared isomer or geometry (same formula, charge and spin) = 52.81 kcal/mol
SMILES = C=N/C(F)=C/C

Each line ends with the Mulliken charge.
Element x y z (Å)
C  0.047  2.590  -0.639  -0.2211
N  -0.063  1.444  -1.189  -0.3731
C  -0.329  0.284  -0.001  0.1694
F  -0.892  0.730  1.204  -0.2571
C  0.177  -0.903  -0.280  -0.0773
C  0.143  -2.130  0.699  -0.8837
H  0.119  3.275  -1.485  0.2546
H  -0.112  2.980  0.392  0.2322
H  0.516  -1.146  -1.310  0.3109
H  0.954  -2.017  1.475  0.2438
H  0.241  -2.937  -0.045  0.2871
H  -0.801  -2.170  1.180  0.3143

Cartesian forces, eV/Å:
-0.8665 0.2081 -1.8738
-0.9892 -2.5001 5.0992
0.8620 2.9747 -2.2966
1.1147 -0.9097 -2.1301
-0.7264 -1.2855 1.1618
1.3265 1.6736 -1.6114
0.4723 0.9557 0.6707
0.2473 -0.8336 -0.6381
-0.1595 0.8351 0.9325
-0.7009 -0.5830 -1.0016
0.2662 -0.3556 1.1666
-0.8466 -0.1797 0.5207

---

Record 11
ORCA calculation (ωB97M-V/def2-TZVPD) on 2 unconnected molecules or ions with the total composition C4H6FN.

Output
HOMO-LUMO gap = 0.347 Ha
Energy relative to the best compared isomer or geometry (same formula, charge and spin) = 87.02 kcal/mol

Each line ends with the Mulliken charge.
Element x y z (Å)
C  -2.822  -0.017  0.352  -0.2080
C  -1.639  -0.148  0.493  -0.5799
C  0.831  0.553  -1.120  -1.1202
C  0.614  -0.443  -0.035  0.6911
N  1.282  -0.304  1.158  -0.4661
F  0.579  -1.724  -0.441  -0.2485
H  -3.872  0.087  0.384  0.3807
H  1.886  0.547  -1.409  0.3765
H  0.230  0.290  -1.985  0.3135
H  0.559  1.548  -0.785  0.3334
H  1.285  0.629  1.546  0.2532
H  1.067  -1.018  1.842  0.2744

Cartesian forces, eV/Å:
-1.2389 0.1438 0.2052
3.8920 -0.4504 -0.9587
-0.2292 -0.0291 -0.0370
-1.3866 -0.3528 1.4823
-0.4022 -0.2243 -0.8866
-0.0449 0.9844 0.3162
-0.3420 0.0442 -0.1059
0.0066 -0.1206 0.1049
-0.0946 0.0013 0.0641
-0.0625 0.0049 0.0663
-0.0740 -0.0810 -0.1381
-0.0237 0.0796 -0.1126

---

Record 12
ORCA calculation (ωB97M-V/def2-TZVPD) on a gas-phase ion, C4H6FN2 (charge +1).

Output
HOMO-LUMO gap = 0.311 Ha
Energy relative to the best compared isomer or geometry (same formula, charge and spin) = 88.10 kcal/mol
Total charge = +1

Each line ends with the Mulliken charge.
Element x y z (Å)
C  -0.437  -1.228  -1.417  0.4647
C  0.910  1.207  1.142  -0.3251
C  -0.313  1.603  0.641  -0.1604
C  0.298  -0.118  0.516  -0.0685
N  0.213  -0.186  -0.748  -0.2477
N  -0.470  -2.388  -1.022  -0.4173
F  -0.637  -0.785  -2.661  -0.2007
H  1.809  1.519  0.592  0.2752
H  1.016  1.021  2.234  0.2890
H  -1.231  1.346  1.263  0.3019
H  -0.259  2.178  -0.197  0.2987
H  -0.116  -0.947  1.095  0.5152
H  -0.784  -3.222  -1.439  0.2749

Cartesian forces, eV/Å:
1.3269 -0.8815 -1.9101
2.2852 -1.3824 1.4720
-2.0598 -1.5012 3.0214
-0.3525 -0.8649 -0.2268
0.1436 1.8012 -0.1389
0.1192 0.9038 2.4010
-0.7272 -0.1641 0.1781
-0.3721 -0.0649 0.3886
0.0008 0.1742 -0.8708
0.9436 0.8979 -1.2074
-0.8451 1.2959 -2.5248
0.0067 0.4610 0.6746
-0.4693 -0.6750 -1.2569

---

It is found that the E values, taken in the order of the records, are -1069.0114; -1069.0430; -1467.2839; -1164.9325; -326.4707; -6516.6412; -355.6965; -355.6876; -1152.0916; -310.5334; -310.4789; -364.9857 hartree.
It is found that the molar mass values, taken in the order of the records, are 135.62; 135.62; 167.69; 153.61; 219.00; 1139.11; 92.09; 92.09; 156.22; 87.10; 87.10; 101.10 u.